[1]
C25H42CrF5N5S as an isolated structure. Source: the Open Molecules 2025 dataset; level of theory: the ωB97M-V functional and the def2-TZVPD basis.

The highest occupied orbital energy (spin up / spin down) is -11.2 / -11.5 eV. For the LUMO energy (spin up / spin down), the calculation gives -3.110 / -2.480 eV. The HOMO-LUMO gap (spin up / spin down) is 8.1093 / 8.9978 eV.

```
! RIJCOSX wB97M-V def2-TZVPD def2/J DEFGRID3
* xyz 1 4
Cr -0.003 -0.612 -0.024
C 0.052 1.514 -0.795
C 1.434 1.114 -0.647
C 1.645 0.882 0.742
C 0.377 1.117 1.381
C -0.567 1.627 0.456
C -1.831 2.428 0.754
C -1.653 3.802 0.094
C -3.106 1.778 0.201
C -1.996 2.654 2.261
C 2.895 0.812 1.651
C 3.125 2.263 2.128
C 4.195 0.295 1.027
C 2.671 -0.059 2.896
C 2.417 1.332 -1.818
C 3.270 2.567 -1.460
C 1.685 1.726 -3.110
C 3.300 0.109 -2.143
H -0.369 1.859 -1.726
H 0.259 1.159 2.452
H -1.606 3.723 -0.996
H -0.735 4.288 0.441
H -2.500 4.447 0.350
H -3.119 1.851 -0.891
H -3.990 2.312 0.568
H -3.186 0.725 0.497
H -1.072 3.036 2.714
H -2.294 1.744 2.788
H -2.778 3.401 2.428
H 3.329 2.937 1.290
H 3.985 2.291 2.806
H 2.255 2.652 2.668
H 4.539 0.868 0.169
H 4.111 -0.753 0.740
H 4.976 0.359 1.791
H 1.741 0.157 3.429
H 3.499 0.116 3.592
H 2.686 -1.118 2.635
H 2.625 3.409 -1.182
H 3.858 2.864 -2.335
H 3.961 2.388 -0.638
H 1.228 2.720 -3.036
H 0.924 1.002 -3.396
H 2.425 1.768 -3.917
H 3.564 -0.473 -1.267
H 4.226 0.434 -2.633
H 2.778 -0.562 -2.831
N -2.986 -0.815 -2.144
N -2.521 -1.283 -3.358
C -1.199 -1.431 -3.586
N -0.886 -1.665 -4.864
S 0.069 -1.419 -2.467
H -3.825 -1.308 -1.887
H -3.177 0.169 -2.205
H -3.126 -1.205 -4.153
H -1.589 -1.830 -5.566
H 0.066 -1.904 -5.082
F 0.784 -3.433 -0.529
C 1.042 -2.405 0.349
F 2.404 -2.154 0.204
C 0.906 -3.103 1.748
F -0.044 -4.047 1.736
F 2.051 -3.677 2.111
F 0.578 -2.218 2.715
C -3.670 -4.594 -0.309
C -3.068 -3.415 0.389
C -3.301 -2.873 1.635
C -2.386 -1.820 1.780
N -1.668 -1.695 0.661
N -2.102 -2.679 -0.158
C -2.162 -0.997 3.005
H -4.537 -4.947 0.245
H -2.949 -5.415 -0.370
H -3.986 -4.347 -1.325
H -4.013 -3.220 2.374
H -1.622 -2.826 -1.029
H -3.098 -0.557 3.348
H -1.437 -0.213 2.825
H -1.777 -1.631 3.805
*
```

[2]
C25H42MgN5OS2Si2 as an isolated structure in a non-equilibrium geometry. Source: the Open Molecules 2025 dataset; level of theory: the ωB97M-V functional and the def2-TZVPD basis.

The highest occupied orbital energy is -3.3 eV. For the LUMO energy, the calculation gives 2.194 eV. The HOMO-LUMO gap is 5.4531 eV.

```
! RIJCOSX wB97M-V def2-TZVPD def2/J DEFGRID3
* xyz -1 1
Mg -0.255 -0.035 -0.426
C -3.181 1.455 -0.585
Si -2.379 1.897 1.073
C -2.314 3.854 1.270
C -3.524 1.315 2.500
N -0.898 1.107 1.183
C 0.121 1.324 2.131
C -0.092 2.078 3.322
C 0.978 2.237 4.243
C 2.213 1.679 3.936
C 2.415 0.990 2.732
C 1.381 0.752 1.813
N 1.577 0.083 0.640
Si 3.080 -0.235 -0.100
C 4.167 -1.655 0.668
C 2.798 -0.683 -1.900
C 4.230 1.194 -0.144
H -4.095 2.094 -0.750
H -3.358 0.324 -0.635
H -2.566 1.669 -1.494
H -3.272 4.229 1.024
H -1.554 4.214 0.595
H -1.982 4.025 2.284
H -4.160 2.103 2.870
H -2.826 1.103 3.303
H -4.136 0.453 2.185
H -1.086 2.432 3.543
H 0.817 2.769 5.132
H 3.079 1.759 4.653
H 3.327 0.425 2.647
H 4.300 -1.513 1.744
H 5.147 -1.609 0.228
H 3.703 -2.628 0.482
H 1.873 -1.329 -2.055
H 3.583 -1.199 -2.334
H 2.679 0.228 -2.575
H 4.630 1.303 -1.146
H 5.055 0.862 0.523
H 3.892 2.164 0.232
S 0.136 0.926 -5.008
C -0.479 -0.682 -4.938
C -0.727 -1.117 -3.612
C -0.466 -0.032 -2.656
C -0.005 1.107 -3.314
C 0.596 2.243 -2.678
C 1.346 3.258 -3.376
C 1.886 4.301 -2.625
C 1.559 4.373 -1.254
C 1.023 3.236 -0.660
N 0.580 2.278 -1.372
H -0.491 -1.239 -5.847
H -0.955 -2.168 -3.378
H 1.434 3.141 -4.436
H 2.429 5.074 -3.138
H 1.715 5.280 -0.618
H 0.827 3.305 0.387
C 0.366 -5.447 1.694
C -0.465 -4.538 0.835
S 0.338 -2.910 0.692
O -0.610 -2.181 -0.250
C -0.072 -2.285 2.315
C -1.573 -2.327 2.557
H 0.380 -4.949 2.673
H 1.379 -5.473 1.301
H -0.022 -6.498 1.707
H -1.416 -4.456 1.244
H -0.546 -4.919 -0.196
H 0.290 -1.306 2.439
H 0.499 -2.812 3.081
H -2.042 -1.956 1.635
H -1.872 -1.648 3.340
H -1.974 -3.313 2.734
N -4.431 -3.473 -4.155
N -4.807 -2.421 -3.242
H -3.455 -3.621 -4.273
H -4.796 -3.335 -5.067
H -4.003 -1.812 -3.053
H -4.951 -2.844 -2.302
*
```

[3]
A 2-piece molecular cluster, C25H42N3O overall. Source: the Open Molecules 2025 dataset; level of theory: the ωB97M-V functional and the def2-TZVPD basis.

The highest occupied orbital energy is -10.2 eV. For the LUMO energy, the calculation gives -2.259 eV. The HOMO-LUMO gap is 7.9092 eV.

```
! RIJCOSX wB97M-V def2-TZVPD def2/J DEFGRID3
* xyz 1 1
C -1.078 0.094 -0.886
C -1.154 1.114 -2.029
C -0.659 2.466 -1.503
C -2.625 1.196 -2.482
C -2.904 2.441 -3.341
C -3.007 -0.102 -3.210
O -3.930 -0.918 -2.485
C -5.118 -0.345 -2.135
C -5.605 -0.657 -0.843
C -6.785 -0.147 -0.408
C -7.539 0.708 -1.238
N -8.709 1.230 -0.780
C -9.353 2.012 -1.603
C -8.873 2.305 -2.911
N -7.754 1.822 -3.375
C -7.053 1.009 -2.535
C -5.832 0.464 -2.970
H -1.712 -0.776 -1.068
H -1.483 0.575 0.011
H -0.056 -0.224 -0.669
H -0.539 0.795 -2.874
H -1.453 2.937 -0.916
H -0.391 3.159 -2.297
H 0.193 2.336 -0.831
H -3.213 1.281 -1.564
H -2.058 2.649 -3.999
H -3.764 2.271 -3.990
H -3.123 3.319 -2.737
H -3.380 0.094 -4.219
H -2.131 -0.741 -3.322
H -5.010 -1.313 -0.220
H -7.161 -0.373 0.581
H -10.288 2.447 -1.265
H -9.454 2.955 -3.558
H -5.491 0.703 -3.968
C 7.161 -1.216 0.584
C 5.858 -1.336 -0.208
C 4.833 -0.236 0.095
C 4.458 0.034 1.549
N 3.355 -0.822 2.128
C 2.985 -0.320 3.524
C 1.652 0.394 3.369
C 0.967 -0.445 2.297
C 2.085 -0.637 1.293
C 3.666 -2.294 2.156
C 4.789 -2.848 3.070
C 5.623 -1.962 4.000
H 7.104 -1.719 1.549
H 7.984 -1.678 0.041
H 7.429 -0.172 0.761
H 5.433 -2.333 -0.077
H 6.084 -1.263 -1.273
H 3.935 -0.395 -0.507
H 5.258 0.702 -0.270
H 4.074 1.051 1.636
H 5.318 -0.039 2.207
H 2.882 -1.193 4.163
H 3.790 0.308 3.893
H 1.801 1.418 3.021
H 1.104 0.436 4.308
H 0.107 0.046 1.849
H 0.636 -1.403 2.703
H 2.214 0.261 0.694
H 1.963 -1.494 0.638
H 3.847 -2.570 1.122
H 2.724 -2.765 2.435
H 5.474 -3.399 2.424
H 4.323 -3.610 3.697
H 6.236 -1.232 3.478
H 6.314 -2.608 4.541
H 5.028 -1.447 4.750
*
```

| no. | calculated total energy (a.u.) |
| --- | --- |
| 1 | -3193.39952 |
| 2 | -2902.43087 |
| 3 | -1217.06309 |